[1]
{
  "formula": "C38H31AsClN2O4SSeTl",
  "method": "ωB97M-V/def2-TZVPD",
  "e_above_lowest_kcal_mol": 29.0,
  "total_charge": 0,
  "orbital_gap_ev": [6.12, 5.03],
  "lumo_ev": [-1.433, -2.527],
  "homo_ev": [-7.6, -7.6],
  "species": ["Tl", "O", "C", "O", "C", "C", "Cl", "N", "N", "C", "C", "O", "O", "C", "C", "C", "C", "C", "C", "H", "H", "H", "H", "H", "H", "S", "C", "C", "C", "C", "C", "C", "As", "C", "C", "C", "C", "C", "C", "C", "C", "C", "C", "C", "C", "H", "H", "H", "H", "H", "H", "H", "H", "H", "H", "H", "H", "H", "H", "C", "C", "C", "C", "C", "C", "Se", "C", "C", "C", "H", "H", "H", "H", "H", "H", "H", "H", "H", "H", "H"],
  "positions_angstrom": [[14.27985, 7.54821, 11.87818], [9.80250, 7.94992, 15.64700], [10.97834, 8.04840, 16.27105], [11.20610, 7.79321, 17.45804], [12.11636, 8.57685, 15.50450], [13.26391, 9.11881, 16.15218], [13.27084, 9.72651, 17.68627], [14.25870, 9.31185, 15.23732], [13.78887, 9.18653, 13.97749], [12.49960, 8.74141, 14.08455], [11.62335, 8.56270, 12.92309], [10.39746, 8.66168, 13.18479], [12.05561, 8.26461, 11.76540], [15.61517, 9.73871, 15.42732], [16.28593, 9.53514, 16.59972], [17.48932, 10.21984, 16.82470], [18.08224, 11.01982, 15.86430], [17.50506, 10.94746, 14.53901], [16.28809, 10.34668, 14.33503], [9.95720, 8.20808, 14.67186], [15.82778, 9.05353, 17.43103], [18.14065, 10.18513, 17.73629], [18.92397, 11.68113, 16.09306], [18.04394, 11.41658, 13.72400], [15.72553, 10.54480, 13.38528], [10.47792, 10.14668, 8.33611], [9.77186, 11.73330, 8.27536], [9.55295, 12.53698, 7.14190], [8.80134, 13.71345, 7.21678], [8.23870, 14.00394, 8.44318], [8.72244, 13.43426, 9.66746], [9.59793, 12.28780, 9.51559], [10.34039, 10.90300, 10.77796], [8.56239, 10.12809, 11.24929], [7.50890, 10.91121, 11.78216], [6.22108, 10.37907, 11.84481], [6.06044, 9.04909, 11.56152], [7.15616, 8.25200, 11.21969], [8.37505, 8.80119, 11.04965], [10.56848, 12.34123, 12.09103], [10.15457, 12.08523, 13.42236], [10.44235, 12.87781, 14.44316], [10.95113, 14.19925, 14.16249], [11.20663, 14.58901, 12.83805], [11.00990, 13.67013, 11.80754], [9.80743, 12.09647, 6.12072], [8.42373, 14.17696, 6.36087], [7.54700, 14.84422, 8.51073], [8.50518, 13.85631, 10.68040], [7.64450, 11.96275, 12.06918], [5.42739, 10.99213, 12.25974], [5.03373, 8.68026, 11.62506], [7.01466, 7.19486, 11.08239], [9.26937, 8.18497, 10.91212], [9.70207, 11.13114, 13.71137], [10.16316, 12.62814, 15.43556], [11.13269, 14.93836, 14.97484], [11.43678, 15.62094, 12.57033], [11.06584, 13.96392, 10.76241], [22.87136, 5.22582, 11.12928], [21.60093, 5.74761, 11.76837], [20.77811, 6.82158, 11.36204], [19.68152, 7.15634, 12.06068], [18.78202, 8.18963, 11.62936], [19.19921, 6.40746, 13.18169], [17.51135, 6.73475, 13.97426], [20.02426, 5.42405, 13.64819], [19.68944, 4.60613, 14.82714], [21.06497, 5.01418, 12.88307], [22.64119, 4.22017, 10.81485], [23.58861, 5.11205, 11.89870], [23.15375, 5.90226, 10.25362], [20.94472, 7.12732, 10.29960], [19.12879, 8.83488, 10.80893], [18.56177, 8.80375, 12.54580], [17.78265, 7.91921, 11.27494], [18.60922, 4.25010, 14.75320], [19.73303, 5.10243, 15.75947], [20.26181, 3.70525, 14.73974], [21.58801, 4.15466, 13.13838]],
  "forces_ev_per_angstrom": [[0.4, -0.1, -0.2], [1.1, -0.1, 0.0], [-0.2, 0.0, 1.7], [-1.3, 0.0, -2.1], [3.0, 1.6, -2.1], [-1.2, -1.3, -1.9], [0.6, 0.3, 1.3], [-0.4, 0.5, 0.1], [-1.9, -1.5, 0.0], [1.7, 0.5, 2.9], [-2.3, -0.7, -0.8], [0.9, -0.1, 0.0], [0.6, 0.4, 0.6], [0.2, 0.3, -1.3], [0.5, 0.8, 0.8], [1.8, 0.6, 0.5], [-1.2, -0.7, -2.0], [1.1, 0.6, 1.6], [-1.4, 0.6, -0.3], [-0.3, 0.0, 0.6], [-0.2, -0.6, 0.3], [-1.5, -0.4, -0.4], [-0.2, -0.6, -0.2], [-0.3, 0.1, 0.0], [0.8, -0.6, 1.0], [0.4, -0.7, -0.6], [0.8, 1.4, -1.3], [-0.1, -1.4, -2.0], [0.0, -2.5, 1.5], [0.6, 1.2, 2.4], [1.1, -1.1, -1.2], [-2.0, 0.7, 1.2], [-1.9, 1.8, -0.3], [0.1, 2.6, 1.1], [0.5, 0.3, -0.9], [1.1, 0.6, 0.8], [-0.8, -0.6, -0.2], [-2.2, -0.6, 0.1], [1.9, -0.9, -0.1], [-0.3, 1.4, 1.6], [0.4, -2.9, -1.9], [0.9, 4.6, 0.7], [0.2, -0.3, 0.3], [-0.7, -0.4, 0.6], [-0.5, -1.8, -0.1], [-0.2, 0.8, 1.4], [-0.1, 0.8, -1.3], [0.1, -0.2, 0.1], [0.0, -0.5, -1.2], [0.2, -0.5, -0.2], [-0.1, -0.1, -0.3], [0.5, -0.4, 0.0], [-0.1, -0.3, 0.0], [-0.5, 0.1, -0.4], [0.1, 0.0, -0.6], [-0.1, -0.2, 0.8], [-0.2, -0.8, -0.6], [0.2, -0.3, 0.3], [0.5, 0.0, 0.2], [-1.8, 1.5, -1.4], [-1.9, -0.9, 1.7], [2.6, -1.5, -2.2], [-2.3, -1.0, 0.8], [-1.5, 3.2, -0.5], [-0.1, 1.9, -0.2], [0.6, -0.1, -0.1], [-0.7, -1.3, 0.5], [-2.4, -1.6, -0.9], [2.1, 2.0, -2.1], [0.1, -0.4, -0.6], [1.2, 0.3, 0.5], [0.0, -1.2, 1.3], [-0.1, 0.7, 1.2], [0.5, -0.1, 0.4], [0.2, 0.0, -1.1], [0.1, -0.7, 0.2], [1.2, 0.5, 0.1], [0.5, 0.5, 1.0], [0.6, -0.4, 0.7], [1.0, -1.5, 0.8]],
  "lowdin_charge": [0.948, 0.118, -0.488, 0.036, -0.022, -0.593, 0.892, -0.059, 0.049, -0.144, -0.633, -0.003, -0.262, -0.208, -0.056, -0.082, -0.065, -0.075, -0.050, 0.080, 0.081, 0.124, 0.107, 0.103, 0.126, 0.639, -0.758, -0.107, -0.101, -0.104, -0.061, -0.404, 1.263, -0.354, -0.084, -0.094, -0.090, -0.081, -0.168, -0.353, -0.160, -0.095, -0.064, -0.098, -0.112, 0.121, 0.082, 0.095, 0.111, 0.100, 0.104, 0.106, 0.104, 0.103, 0.102, 0.095, 0.105, 0.102, 0.094, -0.035, -0.199, -0.015, -0.329, -0.131, -0.531, 0.799, -0.349, -0.084, -0.008, 0.079, 0.066, 0.108, 0.139, 0.092, 0.062, 0.055, 0.078, 0.071, 0.070, 0.096]
}

---

[2]
{
  "formula": "C38H31BrCoN7O3S2",
  "method": "ωB97M-V/def2-TZVPD",
  "total_charge": 0,
  "orbital_gap_ev": [5.14, 5.94],
  "lumo_ev": [-1.613, -1.568],
  "homo_ev": [-6.8, -7.5],
  "spin_multiplicity": 5,
  "species": ["Co", "S", "C", "C", "N", "C", "S", "C", "N", "C", "O", "C", "C", "C", "C", "C", "C", "N", "C", "N", "C", "C", "C", "C", "C", "C", "O", "C", "N", "C", "C", "C", "C", "C", "C", "O", "C", "H", "H", "H", "H", "H", "H", "H", "H", "H", "H", "H", "H", "H", "H", "H", "H", "H", "H", "H", "H", "H", "H", "Br", "C", "C", "C", "C", "C", "C", "N", "C", "C", "C", "C", "C", "C", "N", "H", "H", "H", "H", "H", "H", "H", "H", "H"],
  "positions_angstrom": [[-0.45300, 0.40931, -1.62684], [1.88043, 0.06337, -1.45014], [2.63910, 1.18058, -2.51905], [4.07406, 1.16680, -2.54457], [5.22528, 1.11389, -2.51095], [1.91273, 2.06100, -3.24042], [0.18918, 2.02897, -3.21916], [2.53618, 3.07838, -4.03635], [3.03436, 3.89841, -4.67456], [1.59765, 2.52661, 2.95333], [0.32245, 2.44841, 3.60899], [0.19908, 1.38913, 4.47492], [0.40334, 1.64413, 5.82372], [0.27476, 0.65170, 6.77658], [-0.06628, -0.63027, 6.36360], [-0.28512, -0.88604, 5.02513], [-0.16888, 0.10965, 4.04676], [-0.41879, -0.32231, 2.72711], [-0.54914, 0.26075, 1.48822], [-0.85633, 1.56314, 1.43458], [-1.58420, 2.21820, 0.41804], [-1.58907, 1.85434, -0.91202], [-2.45218, 2.55383, -1.76651], [-3.23788, 3.59472, -1.31732], [-3.18850, 3.98751, 0.01682], [-2.36930, 3.29254, 0.87978], [-2.26012, 3.55346, 2.21106], [-2.96220, 4.67829, 2.70897], [-0.51672, -0.50693, 0.41865], [-0.16109, -1.85219, 0.46172], [-1.23781, -4.06204, -0.17022], [-0.37493, -5.04166, 0.02772], [1.11219, -4.82592, -0.13649], [2.90522, -3.14711, 0.86890], [2.36130, -1.98434, 1.25511], [2.78892, -0.80841, 1.64019], [4.20122, -0.61650, 1.49271], [1.53591, 3.35135, 2.24728], [1.82298, 1.60737, 2.41571], [2.38472, 2.72426, 3.68476], [0.66773, 2.65830, 6.10387], [0.44158, 0.87224, 7.82331], [-0.16525, -1.43327, 7.08259], [-0.55107, -1.89276, 4.71172], [-0.62970, -1.30240, 2.68344], [-0.81558, 2.06306, 2.30987], [-2.48320, 2.30799, -2.81921], [-3.87192, 4.13094, -2.01443], [-3.78639, 4.81997, 0.36205], [-2.72372, 4.74118, 3.76584], [-4.04049, 4.55738, 2.58750], [-2.64442, 5.59535, 2.20932], [-2.29637, -4.22668, -0.00263], [-0.71371, -6.01635, 0.36016], [1.61645, -5.76529, 0.06662], [3.90754, -3.50802, 0.67220], [4.44944, 0.29569, 2.02416], [4.45475, -0.50509, 0.43787], [4.74231, -1.46097, 1.92064], [1.54702, -4.99988, 2.64078], [1.60480, -3.85866, 0.95632], [1.50203, -4.42064, -1.53943], [0.95566, -3.45396, -2.29885], [-0.09754, -2.57477, -1.91793], [-0.85708, -2.66654, -0.61277], [0.92684, -2.47372, 1.32809], [-0.53963, -1.55116, -2.67124], [-0.35163, -1.45569, -3.97124], [-1.20558, -0.60731, -4.78532], [-0.99109, -0.53784, -6.16099], [-1.87711, 0.18001, -6.94607], [-2.95766, 0.79300, -6.33720], [-3.08803, 0.67783, -4.95636], [-2.24110, 0.00853, -4.19048], [2.31668, -4.98778, -1.97716], [1.39455, -3.29815, -3.27760], [-1.77851, -2.13113, -0.81915], [0.64342, -2.51770, 2.37794], [0.32541, -2.11758, -4.50221], [-0.12830, -1.03160, -6.59344], [-1.72784, 0.25764, -8.01605], [-3.68272, 1.35310, -6.91249], [-3.92009, 1.15638, -4.44778]],
  "forces_ev_per_angstrom": [[1.3, 0.8, 0.0], [-0.3, -0.2, 0.4], [0.2, -0.1, 0.1], [0.2, 0.0, 0.0], [-0.3, 0.0, 0.0], [0.1, 0.1, -0.2], [-0.6, -0.3, 0.4], [0.1, 0.1, 0.0], [-0.1, -0.2, 0.1], [0.0, 0.1, 0.1], [0.3, 0.2, 0.0], [0.0, -0.1, 0.1], [0.0, 0.0, 0.1], [0.0, 0.0, 0.0], [0.0, 0.0, 0.0], [0.0, -0.1, 0.0], [-0.1, 0.0, 0.0], [0.2, 0.1, 0.2], [-0.3, -0.1, -0.1], [0.0, 0.0, -0.5], [0.2, -0.3, 0.1], [-0.5, 0.1, -0.2], [0.0, -0.1, -0.1], [0.0, 0.0, -0.1], [0.0, 0.1, -0.1], [0.0, 0.0, -0.1], [0.0, 0.1, 0.2], [0.0, 0.0, 0.0], [0.2, -0.2, -0.5], [-0.1, -0.1, 0.2], [0.0, 0.1, -0.1], [0.0, -0.1, 0.0], [-0.2, 0.1, -0.1], [0.2, -0.1, -0.1], [-0.3, -0.2, -0.2], [0.2, 0.5, 0.0], [0.0, 0.1, -0.1], [0.0, 0.0, 0.0], [0.0, -0.1, -0.1], [0.0, 0.0, 0.0], [0.0, -0.1, 0.0], [0.0, 0.0, -0.1], [0.0, 0.0, 0.0], [0.0, 0.1, 0.0], [0.1, -0.1, 0.0], [-0.1, 0.1, 0.2], [0.0, 0.0, 0.0], [0.0, 0.0, 0.1], [0.0, -0.1, 0.0], [0.0, 0.0, 0.0], [0.0, 0.0, 0.0], [0.0, 0.0, 0.0], [0.0, 0.0, 0.0], [0.0, 0.1, 0.0], [0.1, -0.1, 0.0], [-0.2, 0.1, 0.1], [0.0, 0.0, 0.0], [-0.1, 0.0, 0.0], [0.0, 0.0, 0.1], [0.0, 0.0, 0.0], [0.0, -0.1, 0.0], [0.0, 0.0, 0.2], [0.0, 0.1, -0.1], [-0.1, -0.1, 0.0], [0.4, 0.1, 0.2], [0.0, 0.2, -0.2], [-0.3, -0.1, -0.4], [-0.1, -0.1, 0.2], [-0.1, 0.1, 0.0], [0.1, 0.0, 0.0], [0.0, 0.0, 0.0], [0.0, 0.0, 0.0], [0.0, 0.0, 0.1], [0.1, 0.0, 0.0], [0.0, 0.1, 0.1], [0.0, 0.0, 0.1], [-0.1, 0.1, 0.0], [-0.1, -0.2, 0.1], [0.0, -0.1, 0.0], [-0.1, 0.0, 0.0], [0.0, 0.0, 0.0], [0.0, 0.0, 0.0], [0.0, 0.0, 0.0]],
  "lowdin_spin": [2.202, 0.030, -0.002, 0.001, -0.003, -0.007, -0.119, -0.003, -0.001, 0.000, 0.001, 0.004, -0.001, 0.005, -0.001, 0.004, 0.000, 0.019, 0.073, 0.051, -0.003, -0.084, 0.005, 0.001, 0.006, -0.001, -0.001, 0.000, 0.072, 0.499, 0.018, 0.013, 0.024, 0.004, 0.022, 0.001, 0.001, 0.000, 0.000, 0.000, 0.000, 0.000, 0.000, 0.000, 0.007, 0.001, 0.001, 0.000, 0.000, 0.000, 0.000, 0.000, 0.001, 0.001, 0.001, 0.001, 0.000, 0.000, 0.000, 0.003, 0.012, 0.188, -0.001, 0.295, 0.085, 0.064, -0.010, 0.290, 0.011, 0.057, -0.004, 0.062, -0.004, 0.057, 0.011, -0.004, 0.007, 0.019, 0.013, 0.002, -0.002, 0.004, -0.001]
}

---

Number 1: strongest force on any atom 4.73 eV/Å. Number 2: strongest force on any atom 1.54 eV/Å.